[1]
19
Properties=species:S:1:pos:R:3:forces:R:3 method="wB97M-V/def2-TZVPD" homo_ev=-11.4 orbital_gap_ha=0.46268 lumo_ev=1.188 smiles=CCC.CC total_energy_ev=-5411.9493 e_above_lowest_ev=0.100
C 1.190273 0.991068 1.355761 -0.35 -0.27 0.53
C -0.040669 1.642474 0.748625 -0.39 0.00 -0.19
C 0.092859 1.869921 -0.740836 0.98 -0.01 -1.04
H 1.504937 0.116905 0.789888 0.06 0.01 -0.12
H 0.967403 0.647769 2.369287 0.00 -0.04 -0.01
H 2.020965 1.671051 1.459135 0.35 0.31 -0.23
H -0.907208 1.000245 0.931577 -0.02 0.04 0.03
H -0.256260 2.596493 1.235129 0.05 -0.04 0.12
H 0.163612 0.945390 -1.320895 -0.09 -0.25 0.29
H -0.676283 2.445512 -1.243440 -0.43 0.19 0.36
H 1.035502 2.379738 -0.991899 -0.13 0.07 0.28
C -1.244030 -2.055191 -1.085919 -0.33 -0.41 -0.11
C -0.000884 -2.237055 -0.229668 0.21 -0.41 -0.14
H -1.388659 -1.034539 -1.422168 -0.04 0.22 0.08
H -1.212680 -2.684995 -1.974417 0.19 0.07 -0.15
H -2.149479 -2.381376 -0.565359 0.11 0.18 0.11
H 0.334524 -3.278204 -0.263545 -0.21 0.00 0.25
H -0.173357 -1.959103 0.810158 0.09 0.05 -0.04
H 0.854313 -1.683980 -0.611819 -0.05 0.29 -0.01

---

[2]
19
Properties=species:S:1:pos:R:3:forces:R:3 method="wB97M-V/def2-TZVPD" homo_ev="-15.3 / -15.1" s2=0.753 orbital_gap_ha="0.44764 / 0.15136" lumo_ev="-3.087 / -10.952" total_energy_ev=-5400.6034 multiplicity=2 e_above_lowest_ev=0.502 charge=+1
C 1.095868 0.602476 0.099449 1.28 -0.59 1.16
C 1.850920 -0.499631 -0.543129 -0.86 -0.41 -0.70
C 1.748592 1.840150 0.488002 0.29 0.40 -0.20
H 0.511434 0.148801 0.958592 -0.78 0.39 -0.58
H 0.235755 0.924343 -0.604166 -0.70 -0.25 0.33
H 1.133636 -1.281865 -0.817344 0.22 -0.02 0.12
H 2.395067 -0.244887 -1.456832 0.35 0.22 0.21
H 1.154072 2.587236 1.020775 -0.11 -0.15 -0.40
H 2.338903 2.226488 -0.369855 0.03 0.30 0.29
H 2.557600 -0.970702 0.172635 0.02 0.23 -0.09
H 2.607104 1.642511 1.192312 0.07 -0.21 -0.14
C -1.924720 -1.587082 0.188245 -1.04 -0.65 0.60
C -2.618882 -0.297231 -0.240197 -0.11 -0.36 1.16
H -2.665685 -2.380668 0.418485 0.03 0.38 -0.30
H -1.323414 -2.039968 -0.596850 0.42 0.12 0.17
H -1.475183 -1.513171 1.188409 0.69 0.16 -0.46
H -1.938558 0.332742 -0.828795 -0.45 0.03 -0.37
H -3.583843 -0.532149 -0.699552 0.47 0.34 -0.71
H -2.906304 0.267663 0.653183 0.18 0.07 -0.11

---

[3]
39
Properties=species:S:1:pos:R:3:forces:R:3 method="wB97M-V/def2-TZVPD" homo_ev="-5.6 / -5.6" s2=0.761 orbital_gap_ha="0.29850 / 0.27398" lumo_ev="2.531 / 1.820" total_energy_ev=-64444.9504 multiplicity=2 e_above_lowest_ev=0.203 charge=-1
Ag -0.114643 0.050620 -0.449428 0.75 -0.62 -0.85
C 0.289837 -0.695476 -3.095332 0.11 0.80 -0.45
O 1.228530 -0.825304 -2.239014 -0.07 -0.21 0.36
O 0.449279 -0.890219 -4.310642 0.04 -0.37 -0.02
O -0.830491 -0.230020 -2.665039 -0.06 -0.24 0.26
N -1.511623 0.900903 0.951955 -2.44 2.04 1.49
S -2.750272 1.876728 0.438778 0.35 -0.80 -2.10
O -2.290116 3.095660 -0.119356 0.34 0.47 0.01
O -3.943650 1.879852 1.203771 -0.11 0.02 0.76
F -3.128985 0.990789 -0.802339 0.04 -0.14 -0.30
S -1.552587 1.178065 2.537519 1.83 -1.57 1.65
O -2.586412 0.488848 3.228626 -0.31 -0.10 0.03
O -1.213969 2.494078 2.980714 -0.15 0.31 -0.53
F -0.244987 0.330957 2.914550 -0.30 0.23 -0.37
C -2.568495 -3.160670 -1.282153 0.43 0.56 -0.18
C -2.035666 -2.517549 0.002050 -0.67 -0.48 -0.62
O -0.616841 -2.373500 -0.066686 -0.61 -0.33 0.52
H -2.301561 -2.526302 -2.132323 -0.08 0.08 0.09
H -3.655124 -3.251593 -1.252447 0.02 -0.21 0.03
H -2.080119 -4.119167 -1.478502 -0.25 -0.16 0.21
H -2.396994 -3.103189 0.858156 0.51 -0.01 0.14
H -2.483752 -1.533562 0.127546 0.29 0.16 -0.07
H -0.224897 -3.236191 0.095946 0.14 0.06 -0.06
C 2.623773 -1.489746 1.356193 0.24 -0.62 -0.85
O 1.669607 -0.800147 1.090529 -0.16 0.43 0.43
N 3.133286 -1.613548 2.634144 0.02 0.26 -0.48
N 3.267444 -2.228817 0.378438 -0.20 0.16 1.21
H 2.577798 -1.164109 3.339245 0.00 -0.11 0.14
H 3.721230 -2.389800 2.871521 -0.10 -0.02 0.15
H 4.150798 -2.638140 0.616076 0.08 -0.08 -0.50
H 2.925999 -2.132832 -0.562985 0.12 0.12 -0.14
C 1.465808 3.214664 -0.798869 -0.55 0.13 -0.16
O 1.037684 2.093488 -0.609626 0.84 0.41 0.15
N 1.834097 3.645729 -2.053497 0.03 -0.09 0.64
N 1.618495 4.142484 0.216654 0.35 -0.07 -0.45
H 1.772806 2.966455 -2.789420 -0.22 0.08 -0.11
H 1.960408 4.619014 -2.251792 0.12 -0.05 -0.14
H 1.340138 3.844547 1.134817 -0.39 -0.07 -0.06
H 1.464168 5.107001 -0.017776 0.03 0.05 0.16